Record 1
The following is a DFT calculation (ωB97M-V/def2-TZVPD) of C6H17Cl3MnO6P as an isolated structure in a non-equilibrium geometry.

## Properties
Largest force on an atom (eV/A): 2.5
Energy (Ha): -3563.0188
HOMO-LUMO gap (alpha / beta) (Eh): 0.224 / 0.218
E_HOMO (alpha / beta) (eV): -12.1 / -12.1
Total charge: +1
2S+1: 6

The geometry in XYZ format:
```
34
C6H17Cl3MnO6P ωB97M-V/def2-TZVPD
Mn -3.275 -0.152 1.108
Cl -2.164 -0.483 -0.968
C -2.031 -0.747 5.028
O -0.699 -0.404 4.594
P -0.487 0.231 3.152
O -1.620 0.168 2.159
O 0.813 -0.488 2.650
C 1.233 -0.266 1.295
O -0.118 1.759 3.365
C 0.598 2.211 4.507
H -2.267 -0.162 5.918
H -2.076 -1.804 5.274
H -2.814 -0.477 4.319
H 1.988 0.513 1.199
H 0.409 -0.016 0.621
H 1.650 -1.178 0.870
H 0.060 3.036 4.972
H 1.603 2.576 4.280
H 0.789 1.460 5.276
C 1.660 -1.707 -4.739
C 0.980 -1.471 -3.399
O -0.423 -1.465 -3.623
O 3.050 -1.716 -4.487
H 1.335 -0.969 -5.474
H 1.310 -2.664 -5.135
H 1.283 -0.499 -2.990
H 1.316 -2.232 -2.690
H -0.846 -1.136 -2.822
H 3.500 -1.309 -5.232
C -0.874 1.756 -3.757
Cl -0.461 3.487 -3.631
Cl -2.448 1.566 -4.516
H -0.106 1.277 -4.356
H -0.867 1.304 -2.771
```

Atom charges from the Mulliken analysis, given in e for atoms 1 to 6: Mn 0.94; Cl -0.31; C -0.59; O -0.26; P 0.66; O -0.16

Record 2
The following is a DFT calculation (ωB97M-V/def2-TZVPD) of one molecule with the formula C6H17ClN2Si in a non-equilibrium geometry.

## Properties
Largest force on an atom (eV/A): 4.3
Energy (Ha): -1098.0631
SMILES: CC(C)N[SiH](Cl)NC(C)C
HOMO-LUMO gap (Eh): 0.332
Energy relative to the best compared isomer or geometry (same formula, charge and spin) (kcal/mol): 2.3
E_HOMO (eV): -8.2
Total charge: 0

The geometry in XYZ format:
```
27
C6H17ClN2Si ωB97M-V/def2-TZVPD
C 3.750 -0.943 -0.671
C 2.083 -1.582 1.115
C -3.329 1.362 -0.772
C -3.113 -0.571 0.827
C 2.562 -0.481 0.172
C -2.357 0.376 -0.116
N 1.490 -0.047 -0.705
N -1.294 1.022 0.623
Si 0.554 1.360 -0.564
Cl 1.508 2.714 0.561
H 4.054 -0.152 -1.352
H 4.591 -1.188 -0.029
H 3.487 -1.825 -1.252
H 1.745 -2.447 0.547
H 1.254 -1.215 1.717
H 2.889 -1.892 1.775
H -3.815 1.967 -0.008
H -2.796 2.025 -1.450
H -4.095 0.830 -1.331
H -3.594 -0.009 1.623
H -2.412 -1.270 1.274
H -3.868 -1.129 0.279
H 2.868 0.385 0.764
H -1.899 -0.238 -0.903
H 1.143 -0.807 -1.270
H -1.602 1.897 1.023
H 0.196 1.859 -1.877
```

Atom charges from the Mulliken analysis, given in e for atoms 1 to 6: C -1.42; C -1.40; C -1.43; C -1.47; C 0.43; C 0.75

Record 3
The following is a DFT calculation (ωB97M-V/def2-TZVPD) of a 2-piece molecular cluster, C6H17N2 overall.

## Properties
Largest force on an atom (eV/A): 0.4
Energy (Ha): -348.0709
HOMO-LUMO gap (Eh): 0.356
Energy relative to the best compared isomer or geometry (same formula, charge and spin) (kcal/mol): 12.5
E_HOMO (eV): -12.5
Total charge: +1

The geometry in XYZ format:
```
25
C6H17N2 ωB97M-V/def2-TZVPD
C -1.610 -2.039 -1.570
C -1.848 -1.402 -0.430
N -1.871 -0.003 -0.273
C -2.675 0.528 0.835
H -1.514 -1.507 -2.509
H -1.563 -3.121 -1.588
H -1.978 -1.964 0.492
H -2.122 0.456 -1.140
H -2.235 1.448 1.208
H -3.703 0.713 0.524
H -2.701 -0.200 1.647
C 1.395 1.823 0.959
C 1.958 0.830 -0.033
C 3.313 0.298 0.369
N 0.983 -0.322 -0.121
H 0.457 2.253 0.617
H 1.222 1.337 1.923
H 2.095 2.634 1.137
H 1.982 1.244 -1.042
H 3.290 -0.094 1.385
H 4.024 1.119 0.351
H 3.698 -0.474 -0.292
H -0.023 -0.028 -0.177
H 1.162 -0.936 -0.916
H 1.061 -0.922 0.702
```

Atom charges from the Mulliken analysis, given in e for atoms 1 to 6: C -0.85; C -0.01; N -0.42; C -0.92; H 0.29; H 0.27

Record 4
The following is a DFT calculation (ωB97M-V/def2-TZVPD) of an isolated ion of composition C6H17N2 and charge +1 in a non-equilibrium geometry.

## Properties
Largest force on an atom (eV/A): 2.4
Energy (Ha): -348.0669
SMILES: C[C@@H]([NH3+])CCCCN
HOMO-LUMO gap (Eh): 0.321
Energy relative to the best compared isomer or geometry (same formula, charge and spin) (kcal/mol): 15.1
E_HOMO (eV): -12.1
Total charge: +1

The geometry in XYZ format:
```
25
C6H17N2 ωB97M-V/def2-TZVPD
C 0.030 -1.666 1.335
C -0.920 -1.369 0.187
C -0.900 -0.074 -0.549
C -0.449 1.154 0.252
C 1.099 1.338 0.272
C 1.670 1.794 -1.062
N 2.124 0.634 -1.819
N -2.368 -1.480 0.794
H 0.972 -2.057 0.937
H 0.308 -0.762 1.865
H -0.417 -2.363 2.030
H -0.953 -2.268 -0.429
H -0.160 -0.166 -1.355
H -1.796 0.113 -1.156
H -0.839 1.197 1.273
H -0.786 2.068 -0.225
H 1.583 0.438 0.655
H 1.263 2.063 1.068
H 0.933 2.312 -1.672
H 2.498 2.471 -0.848
H 2.956 0.217 -1.431
H 2.246 0.825 -2.803
H -2.485 -0.770 1.516
H -2.633 -2.396 1.158
H -2.977 -1.252 0.008
```

Atom charges from the Mulliken analysis, given in e for atoms 1 to 6: C -1.46; C 0.36; C -0.88; C -0.95; C -0.57; C -0.66

Record 5
The following is a DFT calculation (ωB97M-V/def2-TZVPD) of a 2-piece molecular cluster, C6H17N2O overall in a non-equilibrium geometry.

## Properties
Largest force on an atom (eV/A): 3.1
Energy (Ha): -423.2964
HOMO-LUMO gap (Eh): 0.372
Energy relative to the best compared isomer or geometry (same formula, charge and spin) (kcal/mol): 39.8
E_HOMO (eV): -13.1
Total charge: +1

The geometry in XYZ format:
```
26
C6H17N2O ωB97M-V/def2-TZVPD
C -4.108 -0.723 0.818
C 1.886 1.081 0.322
C 4.107 -0.209 -0.027
C -3.324 -0.453 -0.453
C 2.586 -0.286 0.282
C -2.092 0.433 -0.170
N -2.415 1.718 0.056
N 2.004 -1.058 -0.876
O -0.909 0.154 -0.240
H -4.723 -1.597 0.757
H -4.714 0.047 1.267
H -3.259 -1.156 1.432
H 2.405 1.684 1.075
H 2.014 1.574 -0.650
H 0.868 1.012 0.459
H 4.604 -1.233 -0.023
H 4.845 0.332 0.558
H 4.477 0.155 -1.010
H -3.219 -1.452 -0.824
H -3.809 0.103 -1.326
H 2.375 -0.713 1.342
H -1.777 2.359 0.634
H -3.400 1.867 0.133
H 2.529 -1.831 -1.285
H 0.993 -1.338 -0.522
H 2.057 -0.470 -1.728
```

Atom charges from the Mulliken analysis, given in e for atoms 1 to 6: C -1.01; C -1.22; C -1.38; C -0.64; C 0.39; C 0.60

Record 6
The following is a DFT calculation (ωB97M-V/def2-TZVPD) of a 2-piece molecular cluster, C6H17N2O2 overall in a non-equilibrium geometry.

## Properties
Largest force on an atom (eV/A): 1.6
Energy (Ha): -498.4904
HOMO-LUMO gap (Eh): 0.270
Energy relative to the best compared isomer or geometry (same formula, charge and spin) (kcal/mol): 68.9
E_HOMO (eV): -10.3
Total charge: +1

The geometry in XYZ format:
```
27
C6H17N2O2 ωB97M-V/def2-TZVPD
C -2.724 1.340 0.320
C -2.702 -0.152 0.643
C -2.284 -1.037 -0.537
C -0.973 -0.623 -1.195
C 1.458 -0.083 -0.683
C 3.477 0.576 1.366
N 4.448 -0.124 0.774
N 0.147 -0.571 -0.206
O 3.277 1.863 1.158
O 2.878 0.046 2.408
H -1.730 1.736 0.115
H -3.131 1.891 1.163
H -3.355 1.533 -0.545
H -2.054 -0.334 1.507
H -3.705 -0.457 0.944
H -2.212 -2.072 -0.192
H -3.058 -1.003 -1.304
H -0.698 -1.329 -1.982
H -1.060 0.367 -1.644
H 1.854 -0.779 -1.420
H 1.323 0.900 -1.135
H 4.791 0.137 -0.137
H 4.528 -1.099 1.024
H -0.166 0.037 0.557
H 0.275 -1.511 0.182
H 3.741 2.230 0.393
H 2.374 0.713 2.900
```

Atom charges from the Mulliken analysis, given in e for atoms 1 to 6: C -1.10; C -0.51; C -0.53; C -0.85; C -1.07; C 0.75

Record 7
The following is a DFT calculation (ωB97M-V/def2-TZVPD) of a 3-piece molecular cluster, C6H17N3 overall.

## Properties
Largest force on an atom (eV/A): 0.7
Energy (Ha): -402.8994
HOMO-LUMO gap (alpha / beta) (Eh): 0.275 / 0.275
Energy relative to the best compared isomer or geometry (same formula, charge and spin) (kcal/mol): 109.7
E_HOMO (alpha / beta) (eV): -6.8 / -6.8
Total charge: 0

The geometry in XYZ format:
```
26
C6H17N3 ωB97M-V/def2-TZVPD
C 0.530 -0.599 -0.148
C 1.125 0.650 0.133
C -1.868 0.805 1.107
C -1.808 1.081 -1.258
C 0.122 -1.576 0.912
C 0.332 -1.060 -1.560
N -1.040 0.987 -0.048
N 2.638 -0.966 -0.180
N 1.409 1.138 1.360
H 1.373 1.291 -0.697
H 3.032 -0.643 -1.065
H 3.190 -0.511 0.545
H 1.491 2.137 1.438
H 0.997 0.688 2.161
H -2.468 -0.129 1.102
H -2.589 1.632 1.222
H -1.266 0.791 2.022
H -1.157 1.254 -2.119
H -2.510 1.932 -1.216
H -2.425 0.186 -1.482
H 0.340 -1.244 1.926
H -0.951 -1.768 0.844
H 0.660 -2.508 0.748
H -0.723 -1.265 -1.745
H 0.894 -1.981 -1.715
H 0.671 -0.321 -2.285
```

Atom charges from the Mulliken analysis, given in e for atoms 1 to 6: C 1.82; C -0.35; C -1.03; C -1.09; C -1.54; C -1.90

Record 8
The following is a DFT calculation (ωB97M-V/def2-TZVPD) of an isolated ion of composition C6H17N5 and charge +2 in a non-equilibrium geometry.

## Properties
Largest force on an atom (eV/A): 10.7
Energy (Ha): -511.7164
HOMO-LUMO gap (alpha / beta) (Eh): 0.282 / 0.272
Energy relative to the best compared isomer or geometry (same formula, charge and spin) (kcal/mol): 41.8
E_HOMO (alpha / beta) (eV): -14.0 / -18.1
Total charge: +2
2S+1: 3

The geometry in XYZ format:
```
28
C6H17N5 ωB97M-V/def2-TZVPD
C -0.073 0.502 1.513
C -1.946 -1.579 0.711
C -1.354 -1.573 2.129
C -0.707 -1.349 -0.350
C 1.657 1.367 -3.221
C 0.490 0.799 -2.440
N 0.417 1.725 1.693
N -0.526 -0.390 2.357
N -0.261 0.083 -0.115
N -0.019 -0.074 3.614
N 0.856 0.478 -0.992
H -2.468 -2.490 0.444
H -2.576 -0.743 0.498
H -2.226 -1.579 2.792
H -0.794 -2.428 2.338
H -0.111 -2.193 -0.238
H -1.120 -1.383 -1.369
H 2.520 0.737 -3.397
H 1.292 1.713 -4.243
H 1.969 2.322 -2.791
H 0.194 -0.201 -2.671
H -0.422 1.326 -2.329
H 0.396 2.423 0.912
H 0.136 2.091 2.597
H -0.117 -0.794 4.326
H 0.877 0.411 3.541
H 1.622 -0.121 -1.179
H 1.444 1.199 -0.442
```

Atom charges from the Mulliken analysis, given in e for atoms 1 to 6: C 0.56; C -0.80; C -0.49; C -0.79; C -1.22; C -0.35

Record 9
The following is a DFT calculation (ωB97M-V/def2-TZVPD) of a 2-piece molecular cluster, C6H17NO overall in a non-equilibrium geometry.

## Properties
Largest force on an atom (eV/A): 3.4
Energy (Ha): -368.7109
HOMO-LUMO gap (alpha / beta) (Eh): 0.098 / 0.330
Energy relative to the best compared isomer or geometry (same formula, charge and spin) (kcal/mol): 23.2
E_HOMO (alpha / beta) (eV): 1.1 / -5.4
Total charge: -1
2S+1: 2

The geometry in XYZ format:
```
25
C6H17NO ωB97M-V/def2-TZVPD
C 0.173 -0.075 2.407
N -0.334 0.696 1.284
C 0.381 0.654 0.004
C -0.585 1.229 -1.069
C -1.723 0.245 -1.543
C 0.321 1.412 -2.323
C -0.289 -1.549 2.222
H -0.237 0.266 3.368
H 1.245 0.019 2.634
H -0.571 1.641 1.561
H 1.179 1.392 0.046
H 0.544 -0.376 -0.293
H -1.240 2.068 -0.796
H -2.153 0.732 -2.414
H -1.286 -0.747 -1.566
H -2.546 0.213 -0.826
H -0.266 1.649 -3.212
H 0.731 0.432 -2.574
H 1.002 2.243 -2.143
H -0.502 -1.745 1.171
H -1.256 -1.634 2.716
H 0.448 -2.290 2.519
H 2.402 -1.801 0.292
H 2.477 -2.167 -1.147
O 2.085 -2.508 -0.316
```

Atom charges from the Mulliken analysis, given in e for atoms 1 to 6: C -0.87; N -0.06; C -1.98; C 0.71; C -1.80; C -1.64

Record 10
The following is a DFT calculation (ωB97M-V/def2-TZVPD) of a 2-piece molecular cluster, C6H17NO overall in a non-equilibrium geometry.

## Properties
Largest force on an atom (eV/A): 1.2
Energy (Ha): -368.7845
SMILES: CC[C@@H](C)[C@H](C)N.O
HOMO-LUMO gap (Eh): 0.374
Energy relative to the best compared isomer or geometry (same formula, charge and spin) (kcal/mol): 10.3
E_HOMO (eV): -9.4
Total charge: 0

The geometry in XYZ format:
```
25
C6H17NO ωB97M-V/def2-TZVPD
C -1.148 1.476 0.418
C 0.097 0.631 0.132
C 0.101 -0.059 -1.230
C 0.094 0.845 -2.447
C -1.066 -1.057 -1.299
C -0.821 -2.107 -2.388
N 1.324 1.461 0.290
H -1.191 1.698 1.488
H -1.050 2.444 -0.088
H -2.113 1.086 0.061
H 0.125 -0.161 0.860
H 0.969 -0.715 -1.203
H 0.865 0.659 -3.191
H -0.855 0.832 -2.994
H 0.130 1.905 -2.205
H -1.094 -1.547 -0.333
H -1.981 -0.489 -1.509
H -1.379 -3.022 -2.214
H 0.243 -2.279 -2.506
H -1.223 -1.739 -3.340
H 1.255 2.194 -0.411
H 1.237 1.929 1.187
H 1.725 -1.320 4.779
H 1.151 -1.878 6.083
O 1.280 -1.052 5.602
```

Atom charges from the Mulliken analysis, given in e for atoms 1 to 6: C -1.32; C -0.29; C 0.58; C -1.58; C -0.70; C -1.24

Record 11
The following is a DFT calculation (ωB97M-V/def2-TZVPD) of a 2-piece molecular cluster, C6H17NO overall in a non-equilibrium geometry.

## Properties
Largest force on an atom (eV/A): 4.9
Energy (Ha): -368.7227
SMILES: CCCNCCC.O
HOMO-LUMO gap (Eh): 0.361
Energy relative to the best compared isomer or geometry (same formula, charge and spin) (kcal/mol): 49.0
E_HOMO (eV): -8.9
Total charge: 0

The geometry in XYZ format:
```
25
C6H17NO ωB97M-V/def2-TZVPD
C 0.352 -0.053 1.700
N 0.290 -1.006 0.578
C 1.485 -0.827 -0.426
C 1.199 -1.781 -1.658
C 0.017 -1.301 -2.379
C -1.096 0.205 2.146
C -1.892 1.236 1.398
H 0.828 -0.440 2.574
H 1.068 0.928 1.588
H -0.525 -0.957 0.048
H 2.460 -1.130 0.021
H 1.506 0.237 -0.742
H 1.213 -2.748 -1.250
H 2.195 -1.821 -2.266
H 0.102 -1.740 -3.433
H -0.946 -1.656 -1.908
H 0.029 -0.257 -2.521
H -1.123 0.517 3.249
H -1.765 -0.721 2.298
H -2.934 1.517 1.681
H -2.044 0.969 0.340
H -1.233 2.191 1.526
H -0.878 2.299 -0.677
H 0.675 2.807 -0.613
O -0.131 2.771 -1.082
```

Atom charges from the Mulliken analysis, given in e for atoms 1 to 6: C -0.25; N -0.34; C -0.53; C -0.47; C -1.00; C -0.71

Record 12
The following is a DFT calculation (ωB97M-V/def2-TZVPD) of a 3-piece molecular cluster, C6H17NO overall in a non-equilibrium geometry.

## Properties
Largest force on an atom (eV/A): 3.4
Energy (Ha): -368.4779
HOMO-LUMO gap (Eh): 0.127
Energy relative to the best compared isomer or geometry (same formula, charge and spin) (kcal/mol): 202.6
E_HOMO (eV): -7.9
Total charge: 0

The geometry in XYZ format:
```
25
C6H17NO ωB97M-V/def2-TZVPD
C 0.954 -1.655 -0.218
C 0.157 -2.127 1.009
C 2.212 -0.770 0.100
N -0.696 0.753 2.228
C -1.543 1.478 1.295
C -0.950 1.513 -0.281
C -1.579 0.497 -1.270
H 0.416 -1.035 -0.958
H 1.282 -2.562 -0.760
H 0.665 -2.908 1.629
H -0.745 -2.569 0.515
H -0.165 -1.215 1.624
H 3.157 -1.346 0.430
H 2.434 -0.219 -0.847
H 1.982 0.002 0.850
H -2.526 0.977 1.254
H -1.727 2.519 1.574
H 0.150 1.465 -0.320
H -1.055 2.431 -0.757
H -1.067 0.623 -2.304
H -1.397 -0.550 -1.030
H -2.667 0.627 -1.368
H 1.542 0.336 -3.197
H -0.208 1.503 2.715
O 1.163 0.379 -2.307
```

Atom charges from the Mulliken analysis, given in e for atoms 1 to 6: C 0.05; C -0.80; C -1.07; N -0.31; C -0.59; C -0.19